No. 1
ORCA calculation (ωB97M-V with the def2-TZVPD basis set) on a 2-piece molecular cluster, C3H8O2 overall at a distorted geometry.

Output
SMILES string: CC(C)=O.O
Calculated total energy (a.u.): -269.5494
Relative energy (zero: lowest compared OMol25 entry of this formula, charge and spin) (kcal per mole): 28.5
Largest force on an atom (eV/A): 3.511
Gap between HOMO and LUMO (eV): 10.822
Net charge: 0

Structure (XYZ):
```
13
Properties=species:S:1:pos:R:3:forces:R:3
C 1.515 -0.771 0.588 1.686 -0.222 1.337
C 0.105 1.054 -0.668 -2.091 -1.111 0.665
C 0.387 -0.487 -0.267 -2.395 2.499 -0.590
O -2.589 -0.037 0.518 -1.131 0.285 0.809
O -0.392 -1.327 -0.626 -0.031 -0.487 -0.461
H 1.248 -1.633 1.299 0.596 1.390 -1.015
H 2.302 -1.119 -0.147 -0.325 0.393 1.110
H 1.815 0.205 1.110 -0.025 -1.769 -0.532
H -0.813 1.529 -0.108 1.821 -1.167 -0.938
H -0.175 1.068 -1.738 0.493 0.251 0.551
H 0.875 1.711 -0.348 1.058 0.484 -0.354
H -2.032 0.670 0.200 -0.054 -0.383 -0.196
H -2.246 -0.862 0.187 0.399 -0.163 -0.386
```
Positions in Å, forces in eV/Å.

***

No. 2
ORCA calculation (ωB97M-V with the def2-TZVPD basis set) on C20H16BN7O4ReS5 as an isolated structure at a distorted geometry.

Output
Calculated total energy (a.u.): -3550.1791
Multiplicity: 2
Largest force on an atom (eV/A): 2.931
Gap between HOMO and LUMO (spin up / spin down) (eV): 4.435 / 4.965
Net charge: 0

Structure (XYZ):
```
54
Properties=species:S:1:pos:R:3:forces:R:3
Re 0.121 -0.256 -0.532 -0.817 -2.685 0.845
C 1.459 2.891 2.136 -0.043 -0.197 0.018
C 1.273 1.548 1.833 0.147 0.236 0.312
N 0.647 1.439 0.657 -0.006 -0.746 -0.393
N 0.427 2.685 0.189 0.081 0.596 0.167
C 0.909 3.575 1.062 -0.026 -0.205 -0.045
B -0.207 2.902 -1.204 0.079 -0.419 -0.042
N 0.735 2.190 -2.202 -0.086 0.146 -0.115
C 1.367 2.669 -3.278 0.216 -0.102 -0.228
C 2.134 1.655 -3.829 -0.095 0.158 0.020
C 1.910 0.555 -3.010 0.028 0.088 0.073
N 1.065 0.892 -2.030 0.282 0.038 -0.240
N -1.552 2.154 -1.214 -0.063 0.120 -0.168
C -2.807 2.613 -1.284 -0.261 -0.127 0.022
C -3.676 1.542 -1.152 0.051 0.153 -0.041
C -2.854 0.431 -0.998 0.054 0.149 0.026
N -1.575 0.817 -1.042 -0.700 0.150 -0.128
H 1.918 3.311 3.012 0.016 -0.025 0.004
H 1.553 0.676 2.403 -0.021 -0.057 -0.084
H 0.840 4.632 0.872 -0.053 -0.003 -0.053
H -0.333 4.055 -1.459 -0.006 0.101 0.004
H 1.238 3.691 -3.590 -0.025 0.022 0.077
H 2.764 1.707 -4.698 -0.006 0.000 -0.006
H 2.293 -0.451 -3.088 -0.050 -0.023 0.080
H -3.004 3.663 -1.418 0.044 0.011 0.005
H -4.751 1.561 -1.151 -0.001 0.020 -0.047
H -3.112 -0.605 -0.853 0.073 -0.009 0.029
O 4.294 -5.294 1.921 0.242 -0.164 0.201
C 4.427 -4.128 2.295 -0.896 1.014 -0.660
O 5.153 -3.500 3.073 0.215 -0.365 0.086
C 3.402 -3.143 1.596 0.832 -0.865 0.708
C 3.850 -2.207 0.669 -0.382 0.256 -0.208
C 2.939 -1.361 0.078 0.305 -0.195 -0.122
N 1.630 -1.398 0.379 0.271 0.232 -0.316
C 1.207 -2.281 1.310 -0.462 -0.117 0.264
C 2.050 -3.170 1.936 -0.224 0.399 -0.380
C -0.284 -2.218 1.610 1.342 -0.711 0.694
O -0.787 -2.950 2.420 -0.236 0.399 -0.200
O -0.893 -1.293 0.907 -0.275 1.335 -1.339
H 4.894 -2.147 0.396 0.033 -0.012 0.090
H 3.244 -0.631 -0.663 -0.058 0.001 -0.030
H 1.638 -3.862 2.658 0.055 -0.062 -0.012
C 2.297 -4.024 -4.405 0.033 0.056 0.300
S 2.750 -3.380 -2.760 0.004 0.033 -0.076
C 1.456 -4.084 -1.794 0.015 0.048 0.093
C 0.275 -3.479 -1.551 0.165 -0.538 0.144
S -0.239 -1.953 -2.222 0.252 1.673 1.043
S -0.865 -4.390 -0.581 0.145 0.112 -0.206
C 0.137 -5.792 -0.336 -0.112 -0.367 0.130
S -0.380 -7.102 0.488 0.082 0.182 -0.064
S 1.710 -5.653 -1.059 -0.122 0.331 -0.054
H 2.857 -3.434 -5.127 0.008 -0.038 -0.034
H 1.230 -3.885 -4.560 0.010 -0.012 -0.081
H 2.574 -5.072 -4.484 -0.054 -0.014 -0.061
```
Positions in Å, forces in eV/Å.

***

No. 3
ORCA calculation (ωB97M-V with the def2-TZVPD basis set) on C2H4HgLiO as an isolated structure at a distorted geometry.

Output
Calculated total energy (a.u.): -314.4326
Relative energy (zero: lowest compared OMol25 entry of this formula, charge and spin) (kcal per mole): 20.5
Multiplicity: 3
Largest force on an atom (eV/A): 1.865
Gap between HOMO and LUMO (spin up / spin down) (eV): 8.919 / 7.440
Net charge: +1

Structure (XYZ):
```
9
Properties=species:S:1:pos:R:3:forces:R:3
O -1.365 -0.230 0.473 1.404 0.328 -1.183
Li -1.291 -1.115 -1.091 0.001 0.097 0.350
Hg -2.457 -0.611 2.414 0.605 0.219 -0.434
C 0.215 0.591 0.053 -1.157 0.364 1.305
C 1.226 -0.126 -0.647 -0.044 -0.822 -0.056
H 0.511 0.769 1.103 -0.371 0.125 -0.610
H -0.150 1.471 -0.501 -0.106 -0.441 0.622
H 1.834 -0.869 -0.122 -0.228 0.261 -0.308
H 1.478 0.120 -1.681 -0.103 -0.131 0.314
```
Positions in Å, forces in eV/Å.

***

No. 4
ORCA calculation (ωB97M-V with the def2-TZVPD basis set) on C39H83FIN11O11P as an isolated structure at a distorted geometry.

Output
Calculated total energy (a.u.): -3704.5034
Largest force on an atom (eV/A): 1.800
Gap between HOMO and LUMO (eV): 6.603
Net charge: +1

Structure (XYZ):
```
147
Properties=species:S:1:pos:R:3:forces:R:3
C 4.849 -0.128 0.215 -0.246 0.114 0.567
C 3.658 0.306 -0.582 0.241 -0.556 -0.221
O 3.332 1.636 -0.284 -0.394 0.194 0.162
C 3.306 2.555 -1.328 -0.295 0.359 0.326
C 1.913 2.937 -1.881 0.638 -0.350 -0.018
O 0.855 2.420 -1.103 -0.006 -0.446 -0.172
C -0.367 2.969 -1.504 -0.132 -0.199 0.016
C -0.717 2.855 -2.974 0.469 -0.584 0.621
C -1.052 3.992 -3.675 0.237 0.841 0.313
C -1.081 5.365 -3.075 -0.377 0.342 -0.433
C -2.160 5.501 -2.019 0.656 -0.313 0.161
F -1.359 6.237 -4.104 -0.126 0.535 -0.294
N -1.382 3.974 -4.926 -0.342 0.154 -1.366
N -1.364 2.837 -5.548 -0.286 0.381 -0.824
I -1.889 3.087 -7.580 -0.008 0.268 -0.058
C -1.054 1.677 -5.023 -0.014 -1.146 0.471
P -1.079 0.294 -6.263 -0.141 0.656 -1.670
C 0.678 -0.171 -6.353 -0.245 0.157 0.610
O -1.899 -0.933 -5.615 0.278 -0.324 0.912
C -0.759 1.654 -3.650 0.298 0.031 0.169
C -0.589 0.360 -2.957 -0.903 -0.457 0.216
C -2.006 -0.258 -2.686 1.109 0.691 0.282
C -2.617 0.135 -1.363 -0.738 0.080 -0.112
N -3.410 1.367 -1.509 0.075 -0.144 -0.044
H 4.571 -0.190 1.257 -0.015 0.077 0.466
H 5.154 -1.109 -0.079 0.341 -0.721 -0.328
H 5.670 0.564 0.136 0.352 0.255 -0.201
H 3.868 0.146 -1.634 -0.015 0.300 -0.476
H 2.830 -0.351 -0.343 -0.499 -0.082 0.086
H 3.940 2.257 -2.152 0.235 -0.273 -0.343
H 3.740 3.454 -0.925 0.226 0.486 0.177
H 1.864 4.017 -1.903 -0.174 0.493 -0.076
H 1.826 2.577 -2.902 -0.100 -0.182 -0.373
H -0.406 4.000 -1.201 0.061 0.590 -0.029
H -1.154 2.463 -0.968 -0.227 -0.336 0.403
H -0.109 5.653 -2.718 0.464 -0.106 0.451
H -2.827 6.281 -2.321 -0.480 0.405 -0.149
H -1.693 5.761 -1.087 0.037 0.234 0.531
H -2.684 4.569 -1.890 -0.487 -0.269 0.128
H 1.245 0.033 -5.463 0.291 -0.134 0.565
H 0.731 -1.219 -6.603 0.066 -0.414 -0.156
H 1.125 0.401 -7.145 0.138 0.242 -0.554
H -1.750 -1.727 -6.148 -0.159 -0.218 -0.066
H -0.007 -0.321 -3.547 0.229 -0.367 -0.469
H -0.083 0.469 -2.021 0.436 0.225 0.515
H -1.906 -1.324 -2.758 -0.201 -0.492 -0.117
H -2.663 0.129 -3.443 -0.549 -0.390 -0.563
H -3.316 -0.645 -1.110 -0.227 -0.430 0.283
H -1.893 0.174 -0.557 0.405 0.106 0.153
H -3.023 1.971 -2.215 0.031 0.244 0.002
H -3.503 1.875 -0.645 -0.106 0.137 0.146
C -7.344 2.861 -0.527 0.027 0.020 0.038
C -6.216 3.723 -0.012 -0.011 -0.039 -0.028
O -5.852 3.696 1.150 0.057 -0.050 0.013
N -5.601 4.547 -0.907 -0.084 -0.177 -0.092
C -5.875 4.718 -2.322 0.304 0.204 0.286
H -7.723 2.268 0.298 0.012 0.002 0.066
H -8.154 3.475 -0.921 0.000 -0.022 -0.067
H -6.991 2.189 -1.311 -0.018 0.029 -0.050
H -4.860 5.094 -0.499 -0.018 0.079 0.019
H -4.981 4.464 -2.896 -0.101 0.008 -0.168
H -6.136 5.759 -2.518 -0.039 -0.032 -0.161
H -6.690 4.087 -2.655 -0.038 -0.066 0.087
C 1.294 4.952 0.985 -0.031 0.105 -0.058
C 1.415 6.189 0.137 -0.059 -0.050 -0.145
O 1.080 6.158 -1.054 0.026 0.071 0.136
N 1.885 7.311 0.697 0.026 0.043 0.092
C 2.316 7.505 2.077 -0.045 0.198 -0.439
H 0.897 4.182 0.337 0.085 -0.188 0.232
H 2.263 4.638 1.372 -0.023 -0.024 0.073
H 0.615 5.113 1.822 0.064 -0.014 0.068
H 1.936 8.093 0.062 0.022 0.029 0.004
H 1.715 8.287 2.542 0.009 -0.034 0.093
H 3.359 7.815 2.097 0.029 -0.039 0.102
H 2.214 6.599 2.656 0.006 -0.052 0.031
C 2.952 -3.962 0.080 -0.011 0.179 -0.135
C 4.447 -4.186 0.105 0.316 0.060 -0.202
O 5.168 -3.834 -0.827 -0.314 0.047 0.098
N 4.970 -4.780 1.193 -0.036 0.008 -0.030
C 4.277 -5.253 2.373 0.243 0.005 -0.066
H 2.694 -3.472 -0.855 0.058 -0.006 -0.023
H 2.408 -4.901 0.146 -0.071 -0.113 0.055
H 2.640 -3.324 0.907 -0.034 -0.016 0.061
H 5.974 -4.903 1.163 0.029 -0.082 0.190
H 4.658 -4.745 3.259 -0.051 -0.007 0.040
H 4.441 -6.323 2.502 -0.053 -0.017 0.032
H 3.212 -5.065 2.287 -0.043 -0.009 0.028
C 2.804 7.457 7.221 0.028 -0.019 -0.064
C 2.083 7.155 5.929 0.103 -0.014 0.043
O 2.674 6.733 4.945 -0.091 -0.001 0.071
N 0.743 7.371 5.898 0.011 0.048 0.106
C -0.113 7.864 6.964 -0.045 -0.094 -0.295
H 3.857 7.235 7.083 0.027 -0.023 -0.052
H 2.698 8.508 7.488 -0.034 -0.008 0.070
H 2.417 6.842 8.033 -0.023 0.056 0.048
H 0.317 7.150 5.013 -0.039 -0.016 -0.016
H -0.883 7.129 7.202 0.004 0.006 0.078
H -0.605 8.788 6.656 0.010 0.040 0.067
H 0.466 8.062 7.857 0.030 0.006 0.031
C -1.317 -4.936 -5.846 0.012 0.112 -0.077
C -0.228 -4.480 -6.792 -0.154 -0.048 -0.087
O -0.476 -3.845 -7.812 -0.102 0.256 0.283
N 1.045 -4.799 -6.478 0.200 0.011 0.188
C 1.544 -5.540 -5.329 -0.038 -0.061 -0.341
H -2.275 -4.617 -6.246 -0.004 0.000 -0.054
H -1.322 -6.021 -5.755 0.005 -0.012 0.081
H -1.185 -4.499 -4.854 0.014 -0.093 0.030
H 1.718 -4.474 -7.155 0.035 -0.037 -0.041
H 2.238 -4.938 -4.754 0.091 0.122 0.136
H 2.067 -6.437 -5.663 -0.041 -0.041 0.064
H 0.725 -5.836 -4.685 -0.045 -0.017 0.025
C 9.204 -7.065 3.410 -0.077 0.026 -0.003
C 8.701 -5.924 2.560 -0.041 -0.016 0.003
O 7.504 -5.684 2.449 -0.033 -0.013 -0.024
N 9.619 -5.168 1.918 0.098 -0.037 0.034
C 11.065 -5.303 1.932 -0.201 0.183 -0.134
H 8.349 -7.566 3.851 -0.059 0.016 -0.008
H 9.760 -7.781 2.805 0.070 0.003 0.033
H 9.848 -6.697 4.209 0.066 -0.039 -0.017
H 9.218 -4.425 1.367 0.006 0.021 -0.030
H 11.526 -4.393 2.318 0.052 -0.032 0.044
H 11.438 -5.474 0.921 0.050 -0.054 0.015
H 11.365 -6.135 2.557 0.002 -0.035 0.027
C -6.145 -2.869 -0.660 0.060 0.025 -0.043
C -4.892 -3.611 -0.254 0.112 0.067 -0.203
O -3.857 -3.524 -0.912 -0.094 0.063 0.108
N -4.957 -4.371 0.857 -0.140 0.030 0.055
C -6.091 -4.592 1.750 0.240 0.118 -0.479
H -5.933 -2.308 -1.564 0.053 -0.004 -0.030
H -6.959 -3.565 -0.859 -0.060 0.026 0.055
H -6.454 -2.175 0.122 -0.080 -0.029 0.023
H -4.095 -4.842 1.076 0.053 -0.061 0.031
H -5.837 -4.273 2.750 -0.059 0.005 0.194
H -6.334 -5.650 1.782 -0.084 -0.050 0.097
H -6.958 -4.037 1.406 0.007 0.010 -0.055
C -6.017 -7.335 6.282 -0.011 0.012 -0.072
C -5.586 -6.130 5.478 -0.074 -0.107 -0.084
O -5.781 -6.056 4.272 0.103 -0.042 0.287
N -4.970 -5.124 6.147 0.008 -0.049 0.117
C -4.661 -5.043 7.564 0.039 0.186 -0.254
H -6.489 -8.042 5.609 -0.008 0.007 -0.062
H -5.158 -7.814 6.751 -0.022 0.004 0.074
H -6.733 -7.051 7.053 0.039 -0.023 0.062
H -4.705 -4.349 5.561 0.013 0.032 -0.008
H -5.153 -4.178 8.010 -0.024 -0.034 0.068
H -3.585 -4.940 7.711 0.007 -0.050 0.062
H -4.996 -5.936 8.078 -0.016 -0.038 0.015
```
Positions in Å, forces in eV/Å.

***

Q: Which value of calculated total energy does entry 3 give?
A: -314.4326 a.u.

***

Copy entry 3 word for word.
ORCA calculation (ωB97M-V with the def2-TZVPD basis set) on C2H4HgLiO as an isolated structure at a distorted geometry.

Output
Calculated total energy (a.u.): -314.4326
Relative energy (zero: lowest compared OMol25 entry of this formula, charge and spin) (kcal per mole): 20.5
Multiplicity: 3
Largest force on an atom (eV/A): 1.865
Gap between HOMO and LUMO (spin up / spin down) (eV): 8.919 / 7.440
Net charge: +1

Structure (XYZ):
```
9
Properties=species:S:1:pos:R:3:forces:R:3
O -1.365 -0.230 0.473 1.404 0.328 -1.183
Li -1.291 -1.115 -1.091 0.001 0.097 0.350
Hg -2.457 -0.611 2.414 0.605 0.219 -0.434
C 0.215 0.591 0.053 -1.157 0.364 1.305
C 1.226 -0.126 -0.647 -0.044 -0.822 -0.056
H 0.511 0.769 1.103 -0.371 0.125 -0.610
H -0.150 1.471 -0.501 -0.106 -0.441 0.622
H 1.834 -0.869 -0.122 -0.228 0.261 -0.308
H 1.478 0.120 -1.681 -0.103 -0.131 0.314
```
Positions in Å, forces in eV/Å.